# 1
47
Properties=species:S:1:pos:R:3:lowdin_charge:R:1 method="wB97M-V/def2-TZVPD" smiles="Cc1cccc(NC(=O)CCCCCN2C(=O)c3ccccc3C2=O)n1" homo_lumo_gap_ev=8.194
C 3.519 1.021 6.209 -0.04
C 3.392 0.028 5.095 -0.34
C 3.678 -1.320 5.289 -0.04
C 3.542 -2.189 4.219 -0.06
C 3.128 -1.705 2.991 0.00
C 2.867 -0.341 2.896 -0.28
N 2.446 0.291 1.732 0.15
C 2.190 -0.244 0.501 -0.48
O 2.326 -1.414 0.228 0.08
C 1.704 0.792 -0.497 -0.11
C 0.323 1.347 -0.132 -0.20
C -0.709 0.227 -0.007 -0.19
C -2.109 0.727 0.350 -0.16
C -2.756 1.580 -0.746 -0.12
N -2.818 0.872 -2.005 0.03
C -3.717 -0.154 -2.260 -0.35
O -4.574 -0.527 -1.499 0.14
C -3.386 -0.637 -3.623 -0.07
C -3.946 -1.640 -4.384 0.01
C -3.407 -1.871 -5.647 -0.06
C -2.346 -1.118 -6.122 -0.06
C -1.782 -0.103 -5.354 0.01
C -2.316 0.124 -4.103 -0.07
C -1.947 1.108 -3.057 -0.36
O -1.093 1.959 -3.070 0.12
N 2.996 0.497 3.921 0.15
H 2.864 0.747 7.034 0.08
H 4.541 1.040 6.581 0.08
H 3.249 2.010 5.850 0.07
H 3.999 -1.672 6.257 0.11
H 3.756 -3.241 4.339 0.11
H 3.010 -2.344 2.134 0.10
H 2.314 1.285 1.862 0.14
H 2.428 1.608 -0.551 0.12
H 1.653 0.310 -1.474 0.12
H 0.026 2.039 -0.921 0.09
H 0.370 1.902 0.808 0.11
H -0.744 -0.332 -0.944 0.12
H -0.386 -0.471 0.769 0.12
H -2.067 1.322 1.263 0.12
H -2.754 -0.134 0.537 0.11
H -3.777 1.836 -0.449 0.13
H -2.188 2.495 -0.922 0.12
H -4.772 -2.224 -4.007 0.12
H -3.823 -2.653 -6.265 0.11
H -1.948 -1.322 -7.105 0.11
H -0.956 0.488 -5.718 0.12


# 2
61
Properties=species:S:1:pos:R:3:lowdin_charge:R:1 method="wB97M-V/def2-TZVPD" homo_lumo_gap_ev=8.077
Rb 0.830 0.814 -2.440 1.03
C -2.237 -0.890 -2.287 -0.09
O -1.495 -0.547 -3.451 -0.28
C -1.249 -1.642 -4.311 -0.20
C 0.077 -2.315 -4.027 -0.20
O 1.115 -1.419 -4.392 -0.20
C 2.415 -1.990 -4.362 -0.18
C 3.053 -1.973 -2.992 -0.22
O 3.307 -0.632 -2.628 -0.28
C 3.980 -0.523 -1.382 -0.09
H -3.243 -1.221 -2.564 0.10
H -2.305 0.006 -1.667 0.08
H -1.739 -1.679 -1.716 0.07
H -1.233 -1.252 -5.330 0.14
H -2.057 -2.378 -4.235 0.13
H 0.152 -3.231 -4.628 0.13
H 0.150 -2.585 -2.965 0.11
H 3.024 -1.394 -5.043 0.14
H 2.381 -3.019 -4.738 0.13
H 3.992 -2.542 -3.031 0.14
H 2.401 -2.443 -2.244 0.11
H 5.001 -0.911 -1.462 0.09
H 3.446 -1.080 -0.605 0.08
H 4.002 0.531 -1.107 0.08
C -2.371 3.885 1.789 -0.02
N -1.039 3.590 1.293 -0.06
C 0.067 4.236 1.765 -0.08
C 1.300 3.962 1.312 0.00
C 1.449 2.930 0.290 -0.57
O 2.559 2.552 -0.124 -0.05
N 0.315 2.370 -0.205 0.02
C -0.907 2.630 0.278 -0.56
O -1.930 2.053 -0.121 -0.02
H -2.298 4.669 2.541 0.09
H -2.823 2.998 2.233 0.08
H -3.014 4.217 0.975 0.09
H -0.122 4.980 2.529 0.12
H 2.171 4.473 1.693 0.10
C 0.238 -3.090 1.562 -0.05
C 0.337 -2.859 0.201 -0.15
N 0.616 -1.663 -0.321 0.06
C 0.833 -0.660 0.531 -0.12
C 0.751 -0.781 1.913 -0.20
C 0.443 -2.030 2.432 -0.01
C 0.982 0.403 2.774 -0.03
C 0.070 0.955 3.568 -0.02
C -1.345 0.550 3.677 -0.28
C -2.141 0.262 2.575 -0.01
C -3.457 -0.082 2.829 -0.12
N -3.961 -0.146 4.060 0.08
C -3.120 0.170 5.038 -0.21
N -1.847 0.524 4.917 0.13
H 0.001 -4.078 1.933 0.11
H 0.175 -3.666 -0.507 0.10
H 1.034 0.314 0.108 0.04
H 0.370 -2.167 3.505 0.13
H 1.972 0.847 2.737 0.12
H 0.359 1.779 4.210 0.12
H -1.784 0.348 1.557 0.10
H -4.134 -0.302 2.012 0.11
H -3.516 0.138 6.047 0.10


# 3
97
Properties=species:S:1:pos:R:3:lowdin_charge:R:1 method="wB97M-V/def2-TZVPD" homo_lumo_gap_ev=4.173 total_charge=-2
Sn -1.742 2.450 1.563 0.69
Se 0.955 2.330 1.659 0.61
P 0.653 1.584 3.653 0.24
Se -1.325 2.073 4.300 0.41
C 1.759 2.455 4.751 -0.41
C 1.704 3.868 4.885 -0.09
C 2.597 4.457 5.718 -0.10
C 3.605 3.759 6.353 -0.12
C 3.722 2.427 6.242 -0.09
C 2.831 1.792 5.343 -0.07
C 1.016 -0.224 3.626 -0.41
C 0.554 -1.102 4.568 -0.14
C 0.849 -2.449 4.524 -0.12
C 1.613 -3.018 3.502 -0.03
C 2.093 -2.070 2.522 -0.06
C 1.858 -0.724 2.644 -0.13
H 1.011 4.461 4.410 0.08
H 2.487 5.557 5.892 0.12
H 4.356 4.399 6.890 0.12
H 4.390 1.777 6.765 0.10
H 2.922 0.638 5.305 0.14
H -0.104 -0.842 5.398 0.11
H 0.572 -3.035 5.398 0.10
H 1.786 -4.067 3.291 0.10
H 2.632 -2.522 1.684 0.09
H 2.153 -0.062 1.798 0.08
F 4.281 -2.865 -3.627 0.06
C 3.133 -3.544 -3.889 -0.17
C 2.749 -3.649 -5.201 -0.14
F 3.533 -3.009 -6.146 0.05
C 1.633 -4.387 -5.664 -0.10
C 1.083 -5.114 -4.601 -0.17
C 1.486 -4.994 -3.255 -0.19
F 0.798 -5.604 -2.310 0.09
C 2.531 -4.200 -2.806 -0.12
C 2.872 -4.126 -1.455 -0.22
C 2.251 -4.872 -0.406 -0.27
N 1.744 -5.348 0.544 0.09
C 3.541 -2.975 -0.904 -0.27
N 4.234 -2.167 -0.459 0.10
F -0.017 -5.824 -4.851 0.09
C 1.157 -4.234 -7.040 -0.24
C 1.003 -2.914 -7.442 -0.30
N 0.840 -1.809 -7.802 0.10
C 0.841 -5.262 -7.985 -0.28
N 0.615 -5.960 -8.853 0.07
Br -2.607 -3.280 3.936 0.72
C -1.742 -2.259 2.549 -0.64
C -0.957 -2.896 1.647 -0.07
C -0.347 -2.065 0.641 -0.01
C -0.556 -0.732 0.726 -0.12
N -1.403 -0.156 1.646 0.02
C -2.025 -0.925 2.519 -0.22
H -0.783 -3.983 1.554 0.12
H 0.233 -2.497 -0.170 0.12
H -0.099 -0.087 0.008 0.08
H -2.708 -0.487 3.174 0.07
O -1.774 2.257 -0.516 -0.18
C -0.579 2.247 -1.088 -0.65
O 0.298 3.044 -0.841 -0.07
C -0.421 1.270 -2.156 -0.16
C 0.858 0.874 -2.352 -0.03
C 1.209 -0.191 -3.198 0.08
C 0.138 -0.849 -3.813 -0.18
O 0.139 -1.990 -4.575 0.05
C -1.018 -1.709 -5.336 -0.19
O -1.996 -1.189 -4.472 0.05
C -1.166 -0.403 -3.700 -0.21
C -1.493 0.648 -2.910 0.10
H 1.622 1.324 -1.736 0.12
H 2.215 -0.583 -3.227 0.12
H -1.382 -2.621 -5.789 0.15
H -0.772 -0.948 -6.046 0.11
H -2.469 1.064 -2.704 0.12
F -7.258 -0.459 1.975 0.05
C -6.226 0.397 1.859 -0.28
C -5.705 0.753 0.641 -0.03
C -4.451 1.314 0.597 -0.09
C -3.763 1.774 1.761 -0.32
C -4.391 1.533 2.950 -0.18
C -5.578 0.823 3.030 0.00
H -6.259 0.426 -0.301 0.14
H -4.027 1.321 -0.397 0.09
H -3.919 1.807 3.828 0.01
H -5.852 0.409 3.965 0.10
F 0.755 5.699 -3.450 0.07
C -0.012 5.596 -2.271 -0.10
C 0.597 5.946 -1.121 -0.16
F 1.818 6.515 -1.211 0.10
C -0.027 5.914 0.122 -0.23
F 0.640 6.210 1.262 0.07
C -1.310 5.372 0.173 -0.48
Se -2.226 4.996 1.860 0.71
C -1.972 5.117 -1.001 -0.28
F -3.222 4.644 -0.908 0.06
C -1.319 5.164 -2.257 -0.10
F -1.957 4.799 -3.412 0.10


Values of relative energy (zero: lowest compared OMol25 entry of this formula, charge and spin), in order: 13.5; 0.0; 61.8, all in kcal/mol.